1.
13
Properties=species:S:1:pos:R:3 method="wB97M-V/def2-TZVPD" homo_lumo_gap_ha=0.334 charge=+1
C -2.3660 -0.0460 0.0852
C -1.7199 0.8856 -0.7543
C -1.4647 -0.8093 0.7786
C -0.3688 0.8109 -0.7397
C 0.6110 0.1259 -0.0836
C 2.1082 0.0362 -0.0011
N -0.1841 -0.6382 0.6062
H -3.3660 -0.1428 0.0757
H -2.1115 1.7206 -1.4087
H -1.7054 -1.5019 1.5835
H 2.4349 0.2740 -0.9491
H 2.5687 0.7038 0.6544
H 2.5269 -0.8806 0.2190

***

2.
13
Properties=species:S:1:pos:R:3 method="wB97M-V/def2-TZVPD" homo_lumo_gap_ha=0.340 smiles="C1=C2[C@H]3[C@@H]4C[C@@H]4[N@@+]123" charge=+1
C 2.4979 0.2619 0.2932
C 1.6828 1.1940 0.8568
C -1.2449 -0.6707 -0.2122
C 0.4740 0.4895 1.2717
C -0.6650 0.6492 0.2693
C 0.1174 -0.0356 -0.8282
N 1.2199 -0.3872 0.1998
H 3.5211 0.0973 -0.0098
H -0.9961 -1.5840 0.2290
H -2.1743 -0.7548 -0.9313
H 0.4179 0.3131 2.3593
H -1.2146 1.5912 0.1355
H 0.4315 0.0388 -1.9037

***

3.
13
Properties=species:S:1:pos:R:3 method="wB97M-V/def2-TZVPD" homo_lumo_gap_ha=0.342 smiles="C#C[N+](=C=C)C=C" charge=+1
C 1.3081 -0.0837 0.3470
C 2.5386 0.0040 -0.0825
C -1.8927 1.1654 -0.1666
C -0.8069 -2.3981 0.1107
C -0.6161 1.2841 0.2611
C -0.5363 -1.2339 0.2419
N 0.0768 0.0004 0.2824
H 2.6768 0.3647 -1.0810
H 3.4312 -0.2080 0.4268
H -2.5067 2.0143 -0.3681
H -2.4156 0.2070 -0.2873
H -1.3083 -3.2475 -0.0435
H 0.0511 2.1312 0.3592

***

4.
14
Properties=species:S:1:pos:R:3 method="wB97M-V/def2-TZVPD" homo_lumo_gap_ha=0.346 smiles="C1=Cn2nccc2C1"
C -1.2126 0.9482 -0.0044
C -1.8915 -0.3800 -0.0258
C -1.0043 -1.3872 -0.0207
C 2.3151 -0.2371 0.0216
C 1.5111 0.9533 -0.0662
C 0.2280 0.5235 -0.1545
H -1.1946 1.2849 1.0430
H -1.6577 1.8108 -0.5648
H -2.9213 -0.4395 0.0338
H -1.1942 -2.4424 -0.1836
H 3.3822 -0.3477 -0.1321
H 1.8745 1.9134 0.0815
N 0.2587 -0.8298 -0.0659
N 1.5067 -1.3706 0.0382

***

5.
14
Properties=species:S:1:pos:R:3 method="wB97M-V/def2-TZVPD" homo_lumo_gap_ha=0.344 smiles=Cc1[nH]ccc1C#N
C -2.0436 -0.3061 1.9312
C 0.0136 1.2026 1.8944
C -0.8629 0.2409 1.3169
C 1.0956 1.5450 1.0397
C -0.3990 -0.2101 0.0428
C -0.7074 -1.2671 -0.9566
N -2.9582 -0.8102 2.4021
N 0.7682 0.5484 -0.0288
H -0.1637 1.6718 2.9194
H 1.7610 2.3543 1.0262
H -1.3209 -2.1760 -0.5132
H 0.2110 -1.5588 -1.2385
H -1.1119 -0.6934 -1.8523
H 1.5138 0.4261 -0.7175

***

6.
14
Properties=species:S:1:pos:R:3 method="wB97M-V/def2-TZVPD" homo_lumo_gap_ha=0.324 smiles="C#C/C(C=C)=N/N=C"
C -1.3575 0.1069 -2.1536
C -0.6603 0.6954 -1.0658
C 0.3266 -0.1095 -0.2084
C 1.1677 1.5347 2.5706
C 0.4326 -1.5517 -0.5820
C 0.2129 -2.7836 -0.7466
H -2.3064 0.5579 -2.7076
H -1.3755 -0.9317 -2.3348
H -0.5477 1.7445 -0.7679
H 0.8943 2.2849 3.3951
H 1.9459 0.6923 2.8850
H 0.5201 -3.9113 -0.8625
N 0.5983 0.1854 1.0004
N 0.1490 1.4859 1.5779

***

7.
19
Properties=species:S:1:pos:R:3 method="wB97M-V/def2-TZVPD" homo_lumo_gap_ha="0.316 / 0.207" spin_multiplicity=3 charge=+2
O 2.2780 -4.8130 4.5664
C 2.5227 -4.0679 3.7342
Ni 2.2492 -0.5649 0.1741
C 1.5531 -1.8890 -0.8104
C 2.0622 0.5841 1.5354
O 1.2372 -2.6936 -1.5965
O 2.0861 1.3997 2.3735
S 1.8209 0.9316 -1.3837
C 0.1379 0.8771 -0.9949
N -0.7890 0.0657 -1.5382
C -2.1451 0.4661 -1.1679
C -1.9128 1.6222 -0.1940
N -0.4618 1.7142 -0.1321
H -0.5897 -0.5405 -2.3329
H -2.7021 -0.3584 -0.6930
H -2.7011 0.7667 -2.0657
H -2.3412 1.4269 0.8018
H -2.3347 2.5656 -0.5625
H 0.0303 2.5074 0.2863

***

8.
15
Properties=species:S:1:pos:R:3 method="wB97M-V/def2-TZVPD" homo_lumo_gap_ha=0.314 smiles="O/C=C1/N=CC2=C1CN2"
C -2.3422 -0.0820 -0.5010
C -1.0500 -0.3759 -0.2392
C 0.3732 -1.9085 0.4991
C 1.0446 -0.6804 0.3001
C 0.2888 0.3142 -0.2000
C 1.4044 1.3888 0.0987
H -1.7951 1.6060 -0.9215
H -3.1404 -0.8328 -0.3056
H 0.6504 -2.8557 0.9031
H 1.1772 2.2817 0.8269
H 1.7734 1.6837 -0.8934
H 3.1293 -0.0902 0.3496
N -0.9273 -1.7801 0.2570
N 2.1416 0.1771 0.7167
O -2.7280 1.1540 -0.8905

***

9.
15
Properties=species:S:1:pos:R:3 method="wB97M-V/def2-TZVPD" homo_lumo_gap_ha=0.371 smiles="N#CCCC(=O)C=C=N"
C -0.0271 -0.0205 -2.5866
C 1.5283 -0.7569 1.7151
C -0.6737 0.2235 -0.3181
C 0.1758 -0.3258 1.9312
C -0.4645 0.8171 1.0874
C 0.2002 0.5182 -1.4166
N -0.3153 -0.6206 -3.6187
N 2.5947 -1.1590 1.7423
O -1.6099 -0.5697 -0.3628
H -0.4041 -1.2188 1.6907
H 0.2459 0.0114 2.9482
H 0.1330 1.7567 1.2902
H -1.5017 0.6346 1.5077
H 1.0679 1.1506 -1.2789
H -0.9494 -0.4409 -4.3310

***

10.
16
Properties=species:S:1:pos:R:3 method="wB97M-V/def2-TZVPD" homo_lumo_gap_ha="0.285 / 0.285"
C 2.4158 1.1319 0.4938
C 2.2563 1.4622 1.7848
C 0.3925 1.1254 0.9484
C -1.4511 -1.6212 0.2594
C -0.9001 -1.0876 -0.9975
C -1.8133 0.4713 0.1744
N 1.1917 0.8765 -0.0684
N -1.8421 -0.6382 0.9611
O 0.9903 1.4689 2.1330
O -1.4629 0.1662 -1.1359
H 3.3047 0.8660 -0.0532
H 3.0503 1.6769 2.5644
H -1.1755 -2.5713 0.7217
H 0.2356 -0.9283 -1.0820
H -1.2264 -1.6979 -1.8849
H -2.2501 1.4794 0.4360

***

11.
16
Properties=species:S:1:pos:R:3 method="wB97M-V/def2-TZVPD" homo_lumo_gap_ha=0.357
C -1.9563 -0.1440 2.0020
C -1.4965 -1.1438 2.8513
C 0.1843 -0.3195 1.3239
C 0.9769 0.0436 -0.7506
C 1.3954 1.1100 -1.6025
C 0.6641 0.1696 -2.6995
N -0.9083 0.3576 1.2006
N 0.3746 -0.7380 -1.6181
O 1.3005 -0.1371 0.5829
S 0.0681 -1.6892 2.5005
H -2.8122 0.4895 2.1240
H -2.0339 -1.7002 3.6321
H 0.8428 2.1151 -1.3434
H 2.4189 1.2573 -1.6767
H -0.3311 0.5017 -2.9752
H 1.3128 -0.1726 -3.5512

***

12.
16
Properties=species:S:1:pos:R:3 method="wB97M-V/def2-TZVPD" homo_lumo_gap_ha=0.274 smiles=Cc1nc2csc(N)c2o1
C -1.8570 1.8136 0.4097
C -0.7615 1.2577 -0.1295
C -0.7627 -0.0915 -0.7403
C -2.4201 -0.6698 -0.0389
C 1.2266 0.5647 -0.0542
C 2.5419 0.2853 0.3760
N 0.5027 1.6056 0.2042
N -3.2447 -1.6083 -0.4196
O 0.5190 -0.5285 -0.5368
S -3.2443 0.8474 0.2633
H -1.8120 2.8148 0.7892
H 2.7769 -0.8470 0.2383
H 3.2539 0.8815 -0.1359
H 2.5731 0.6470 1.3535
H -2.9591 -2.5686 -0.5593
H -4.1874 -1.4366 -0.6906

***

13.
16
Properties=species:S:1:pos:R:3 method="wB97M-V/def2-TZVPD" homo_lumo_gap_ha=0.303 smiles="C1=NCN(c2ccco2)S1"
C 2.6456 1.0224 0.2289
C 1.3115 1.3950 -0.0802
C 2.6986 -0.3271 0.0809
C 0.6077 0.2851 -0.2997
C -3.0344 0.2217 0.4025
C -1.6208 -1.4503 -0.2144
N -2.8105 -1.0390 0.2885
N -0.6615 0.0246 -0.6795
O 1.4106 -0.8081 -0.1774
S -1.7218 1.3256 -0.1144
H 3.5784 1.4959 0.2797
H 0.8935 2.3894 -0.0594
H 3.5480 -0.9456 0.3689
H -3.9290 0.6926 0.6752
H -1.1369 -2.2099 0.5206
H -1.7791 -2.0722 -1.2202

***

14.
16
Properties=species:S:1:pos:R:3 method="wB97M-V/def2-TZVPD" homo_lumo_gap_ha=0.275 smiles="CC(=S)C(=S)n1ccnc1"
C -0.4112 -1.8429 -2.1405
C 0.2035 -1.2909 -1.0639
C -1.3796 0.0256 -1.8353
C 0.2212 0.2999 1.5693
C -0.1497 0.8535 0.1082
C 1.1869 1.1294 2.3164
N -1.4083 -1.0185 -2.5881
N -0.4047 -0.0683 -0.8630
S -0.4971 -1.0492 2.0934
S -0.4408 2.4444 -0.0757
H -0.2116 -2.7751 -2.6295
H 1.0235 -1.6236 -0.4626
H -2.0403 0.8650 -1.8979
H 0.8175 2.1525 2.3932
H 2.1295 1.1754 1.7676
H 1.3613 0.7228 3.3084

***

15.
15
Properties=species:S:1:pos:R:3 method="wB97M-V/def2-TZVPD" homo_lumo_gap_ha=0.319 charge=+1
C 0.6092 -1.8320 -0.0560
C -0.1788 -2.6713 -0.3820
C -1.2763 0.7758 -0.3123
C 1.2354 0.5505 0.1514
C 1.6273 -0.8639 0.3025
C -0.7422 2.1599 -0.2348
N 0.0514 0.9792 -0.0427
N -2.2304 0.0823 0.1530
N -3.1618 -0.5134 0.3383
H 2.0156 1.3030 0.2173
H 1.9395 -1.0236 1.3450
H 2.5307 -1.0438 -0.2956
H -0.6217 2.7148 -1.1597
H -0.9128 2.7750 0.6439
H -0.8852 -3.3925 -0.6684

***

16.
17
Properties=species:S:1:pos:R:3 method="wB97M-V/def2-TZVPD" homo_lumo_gap_ha="0.284 / 0.284"
C 0.5486 2.2608 -0.9075
C 0.2300 1.0143 -1.1271
C 0.0514 -0.3486 0.4747
C -0.0930 0.0239 -1.9638
C 0.3641 -0.0581 1.8420
C -0.4450 -0.7005 2.9802
N 0.8951 3.3511 -0.7283
N -0.3995 -1.2689 -1.5426
N -0.3338 -1.3629 -0.2085
N -0.1221 0.3432 -3.2806
O 1.2970 0.6678 2.1651
H -1.3290 -0.1608 2.9619
H 0.1029 -0.5680 3.8354
H -0.6139 -1.8385 2.8961
H -0.3944 -2.3053 0.1945
H 0.3107 1.2433 -3.5605
H -0.0690 -0.2926 -4.0310

***

17.
27
Properties=species:S:1:pos:R:3 method="wB97M-V/def2-TZVPD" homo_lumo_gap_ha="0.287 / 0.250" spin_multiplicity=3 charge=-1
Ti -0.3765 0.1361 -0.1993
O 0.6697 3.8111 1.4203
C 0.2315 2.5961 1.1187
O -0.0724 2.2873 -0.0187
C 0.1169 1.5998 2.2420
O -0.2878 0.3925 1.7155
C -2.9691 0.3460 0.1107
C -2.6862 0.8192 -1.2637
O -3.4528 1.5744 -1.8312
O -1.5522 0.3635 -1.7548
H 0.7348 4.3031 0.5864
H -0.5954 2.0123 2.9720
H 1.0893 1.5429 2.7485
H -3.4750 1.0083 0.7976
H -2.8604 -0.7050 0.3663
N 1.8190 -2.4798 -0.9905
C 0.5514 -2.8278 -0.5821
N 0.1072 -4.0701 -0.5481
N -1.1485 -3.9641 -0.0738
N -1.4569 -2.7305 0.1283
N -0.3795 -1.9653 -0.1755
C 2.3069 -1.1987 -1.0552
N 3.5491 -0.9081 -1.3879
N 3.6150 0.4369 -1.3063
N 2.4793 0.9332 -0.9694
N 1.5972 -0.0896 -0.8093
H 2.4457 -3.2239 -1.2405

***

18.
18
Properties=species:S:1:pos:R:3 method="wB97M-V/def2-TZVPD" homo_lumo_gap_ha=0.246 charge=-2
C -1.9219 1.4324 -0.4051
C -3.0528 0.8800 0.2861
C -0.8721 0.5337 -0.6762
C -3.0889 -0.5322 0.4709
C -0.8793 -0.8272 -0.4118
C 2.5144 -0.6102 0.0699
N -2.0414 -1.2661 0.1459
O -2.2649 -2.5575 0.3029
O 4.9051 0.3506 -1.1966
O 2.8332 0.8811 0.3037
O 5.1108 -0.2821 1.2232
P 4.2110 0.0212 0.0806
H -1.9977 2.4164 -0.7610
H -3.7234 1.6305 0.5676
H -0.0869 1.0290 -1.2780
H -3.9251 -1.2184 0.8947
H 1.8541 -0.9560 -0.6673
H 2.4257 -0.9251 1.0506

***

19.
13
Properties=species:S:1:pos:R:3 method="wB97M-V/def2-TZVPD" homo_lumo_gap_ha=0.331
C -0.9411 -2.0496 -1.3248
C -0.5533 -1.3833 -0.4004
C 0.8810 1.3585 -0.4358
C 1.2699 0.1186 0.2837
C -0.0461 -0.5579 0.7132
O -0.8939 0.5430 0.9885
C -0.4970 1.5577 0.0574
H -1.2776 -2.6272 -2.1571
H 1.7388 0.5821 1.1769
H 2.0282 -0.5027 -0.1978
H 0.0406 -1.1436 1.6306
H -1.1396 1.5521 -0.8404
H -0.6101 2.5523 0.5061

***

20.
13
Properties=species:S:1:pos:R:3 method="wB97M-V/def2-TZVPD" homo_lumo_gap_ha=0.343
O -1.8690 1.5390 0.6511
C -1.1594 0.3462 0.5095
C -0.6089 0.0736 -0.9130
C 0.6788 -0.5043 -0.4311
C 1.8348 -1.1314 -0.5303
C 0.1517 0.1938 1.1798
C 1.2145 0.0075 1.8462
H -1.2491 2.2334 0.9021
H -1.8204 -0.4662 0.8209
H -0.4209 1.0315 -1.4092
H -1.2619 -0.5502 -1.5217
H 2.3815 -1.6789 -1.2981
H 2.2577 -1.0057 0.4565